Computed, not measured: a cluster of 7 separate species, C5H23NO6 in total, with ωB97M-V with the def2-TZVPD basis set.

Last columns: bonded neighbours and bond lengths (Å).
Atoms and positions in Å:
1 C -1.82192 1.65661 1.94687  C2 1.556, N6 1.459, H7 1.082, H8 1.089
2 C -1.06285 0.54218 1.16981  C1 1.556, C3 1.514, H9 1.099, H10 1.096
3 C -1.84274 -0.24279 0.13699  C2 1.514, C5 1.521, H11 1.101, H12 1.104
4 C -1.49801 -0.50790 -2.22789  C5 1.325, H13 1.092, H14 1.087
5 C -1.82300 0.34374 -1.26606  C3 1.521, C4 1.325, H15 1.075
6 N -1.59772 1.64903 3.38870  C1 1.459, H16 1.019, H17 1.018
7 H -1.45002 2.58924 1.54361  C1 1.082
8 H -2.87992 1.60814 1.69289  C1 1.089
9 H -0.56045 -0.10388 1.90293  C2 1.099
10 H -0.08428 0.84893 0.78183  C2 1.096
11 H -1.46076 -1.27522 0.15063  C3 1.101
12 H -2.86080 -0.59836 0.37217  C3 1.104
13 H -1.32440 -0.25162 -3.27505  C4 1.092
14 H -0.98981 -1.46021 -2.10121  C4 1.087
15 H -2.16633 1.34496 -1.45659  C5 1.075
16 H -0.73084 2.14721 3.58301  N6 1.019
17 H -1.35023 0.74198 3.77797  N6 1.018
18 H -2.78582 -2.28994 2.99147  O20 0.964
19 H -2.32198 -0.92363 2.65079  O20 0.971
20 O -2.12438 -1.64607 3.26811  H18 0.964, H19 0.971
21 H 3.64583 1.15127 -2.45706  O23 0.959
22 H 2.60605 0.21997 -1.69748  O23 0.962
23 O 2.99069 1.09930 -1.75929  H21 0.959, H22 0.962
24 H 2.36838 -1.43285 -3.19968  O26 0.967
25 H 1.34419 -1.21743 -4.34170  O26 0.965
26 O 1.78758 -0.77528 -3.60692  H24 0.967, H25 0.965
27 H 0.53756 1.84977 -1.72281  O29 0.968
28 H 0.54402 3.25775 -1.31963  O29 0.964
29 O -0.08464 2.53895 -1.44978  H27 0.968, H28 0.964
30 H 1.70927 -1.33065 2.37548  O32 0.961
31 H 2.04661 -2.69880 1.73186  O32 0.963
32 O 1.92658 -1.76196 1.54472  H30 0.961, H31 0.963
33 H 3.79679 -1.81588 -0.40819  O35 0.962
34 H 2.28801 -1.96187 -0.23877  O35 0.971
35 O 2.99505 -2.01229 -0.90244  H33 0.962, H34 0.971

Its orbital gap is 9.40 eV. The value obtained for the LUMO energy is 0.010 Eh. The structure (SMILES) is C=CCCCN.O.O.O.O.O.O. The highest occupied orbital energy comes out at -9.14 eV. As for the total charge: 0. The energy above the lowest of the compared OMol25 structures with the same formula, charge and spin is 211.9 kJ/mol.

=====

Computed, not measured: a cluster of 13 separate species, C19H32Cl14N6 in total, with ωB97M-V with the def2-TZVPD basis set.

Last columns: bonded neighbours and bond lengths (Å).
Atoms and positions in Å:
1 C 14.85712 15.10276 13.82473  Cl2 1.797, Cl3 1.807, H4 1.105, H5 1.068
2 Cl 13.81492 16.12895 14.86815  C1 1.797
3 Cl 14.61034 13.31540 13.91860  C1 1.807
4 H 14.78827 15.39712 12.76164  C1 1.105
5 H 15.84815 15.32107 14.15826  C1 1.068
6 C 12.95214 14.09435 9.12400  Cl7 1.763, Cl8 1.826, H9 1.088, H10 1.066
7 Cl 12.41187 15.16274 7.82922  C6 1.763
8 Cl 14.55171 14.63094 9.82255  C6 1.826
9 H 12.11244 14.00516 9.80980  C6 1.088
10 H 13.01908 13.12663 8.68241  C6 1.066
11 C 10.24787 9.60093 15.77283  Cl12 1.818, Cl13 1.784, H14 1.059, H15 1.109
12 Cl 11.87816 8.84427 15.49980  C11 1.818
13 Cl 9.47598 8.72309 17.12112  C11 1.784
14 H 10.35562 10.61583 16.05709  C11 1.059
15 H 9.68207 9.44201 14.83276  C11 1.109
16 C 7.75907 12.53792 11.12882  Cl17 1.737, Cl18 1.761, H19 1.073, H20 1.072
17 Cl 7.37840 12.40960 9.43937  C16 1.737
18 Cl 7.07364 14.01596 11.79722  C16 1.761
19 H 7.35458 11.69868 11.66056  C16 1.073
20 H 8.81572 12.66440 11.25979  C16 1.072
21 C 9.67295 13.53518 15.24982  Cl22 1.781, Cl23 1.811, H24 1.083, H25 1.076
22 Cl 11.21039 12.93496 15.91913  C21 1.781
23 Cl 8.21753 12.48398 15.48366  C21 1.811
24 H 9.38707 14.49120 15.66992  C21 1.083
25 H 9.84597 13.45550 14.19067  C21 1.076
26 C 16.16941 10.55249 12.51883  Cl27 1.752, Cl28 1.784, H29 1.082, H30 1.073
27 Cl 16.59498 9.43924 11.23492  C26 1.752
28 Cl 15.59064 9.63505 13.93562  C26 1.784
29 H 17.01207 11.14551 12.84751  C26 1.082
30 H 15.25201 11.02418 12.22310  C26 1.073
31 C 11.26090 6.75117 11.83898  Cl32 1.762, Cl33 1.725, H34 1.092, H35 1.086
32 Cl 12.84730 7.33658 11.34250  C31 1.762
33 Cl 10.76802 5.38458 10.90799  C31 1.725
34 H 11.42032 6.41653 12.86656  C31 1.092
35 H 10.48160 7.50608 11.80226  C31 1.086
36 C 14.81814 8.93738 8.00346  C37 1.465, H39 1.104, H40 1.093, H41 1.089
37 C 13.73198 9.83765 8.39795  C36 1.465, N38 1.143
38 N 12.93016 10.61274 8.64978  C37 1.143
39 H 14.78627 7.94822 8.49309  C36 1.104
40 H 15.79541 9.35430 8.25927  C36 1.093
41 H 14.76270 9.00364 6.91790  C36 1.089
42 C 12.29809 10.51819 12.60374  C43 1.449, H45 1.102, H46 1.071, H47 1.072
43 C 11.67970 11.73703 12.12286  C42 1.449, N44 1.145
44 N 11.14177 12.70279 11.82540  C43 1.145
45 H 13.33554 10.49404 12.23172  C42 1.102
46 H 11.78211 9.66569 12.21141  C42 1.071
47 H 12.29006 10.54625 13.67506  C42 1.072
48 C 9.46469 16.03583 18.37586  C49 1.491, H51 1.108, H52 1.073, H53 1.075
49 C 10.93279 15.91281 18.14597  C48 1.491, N50 1.184
50 N 12.05056 15.69406 17.82367  C49 1.184
51 H 9.08758 15.02863 18.64380  C48 1.108
52 H 9.08220 16.38905 17.43714  C48 1.073
53 H 9.27497 16.76213 19.14558  C48 1.075
54 C 16.87430 6.15176 12.45778  C55 1.419, H57 1.135, H58 1.081, H59 1.103
55 C 16.97480 6.12981 11.04256  C54 1.419, N56 1.177
56 N 16.94539 6.35156 9.88668  C55 1.177
57 H 17.38376 5.22215 12.86401  C54 1.135
58 H 15.83868 6.10343 12.76531  C54 1.081
59 H 17.46802 7.01059 12.81260  C54 1.103
60 C 10.44809 16.54313 12.20626  C61 1.416, H63 1.102, H64 1.091, H65 1.080
61 C 9.94188 16.63788 13.52516  C60 1.416, N62 1.156
62 N 9.52167 16.67810 14.60101  C61 1.156
63 H 11.54887 16.49333 12.21218  C60 1.102
64 H 10.05480 17.39301 11.64614  C60 1.091
65 H 9.94744 15.71248 11.73223  C60 1.080
66 C 9.62739 9.42597 9.92992  C67 1.485, H69 1.116, H70 1.071, H71 1.102
67 C 8.88212 9.36292 11.21234  C66 1.485, N68 1.154
68 N 8.37014 9.13183 12.22025  C67 1.154
69 H 8.83840 9.62224 9.16568  C66 1.116
70 H 10.15506 8.50754 9.76992  C66 1.071
71 H 10.28987 10.30647 9.93394  C66 1.102

Its orbital gap is 11.05 eV. The value obtained for the LUMO energy is 0.009 Eh. The highest occupied orbital energy comes out at -10.81 eV. As for the total charge: 0.

=====

Computed, not measured: the ion C6H9N2O2S with charge +1, with ωB97M-V with the def2-TZVPD basis set.

Last columns: bonded neighbours and bond lengths (Å).
Atoms and positions in Å:
1 C 3.22656 -1.36958 0.12935  C3 1.470, N7 1.296, H12 1.024
2 C 1.22115 -0.53595 0.30117  N7 1.334, N8 1.574, S11 1.741
3 C 3.53110 -0.13886 -0.61440  C1 1.470, S11 1.799, H13 1.127, H14 1.034
4 C -2.50193 0.43856 -0.39971  C5 1.454, C6 1.517, H15 1.168, H16 1.120
5 C -2.41999 0.71252 1.02598  C4 1.454, C6 1.537, H17 0.993, H18 1.068
6 C -1.12144 0.53465 0.22252  C4 1.517, C5 1.537, N8 1.395, H19 1.088
7 N 2.01196 -1.58691 0.52458  C1 1.296, C2 1.334
8 N -0.35032 -0.62493 0.29730  C2 1.574, C6 1.395, H20 1.010
9 O 2.76858 1.45746 1.25034  S11 1.436
10 O 1.63323 1.71352 -0.95617  S11 1.438
11 S 2.20951 0.87686 0.06176  C2 1.741, C3 1.799, O9 1.436, O10 1.438
12 H 3.88194 -2.07662 0.47372  C1 1.024
13 H 4.56167 0.09463 -0.22230  C3 1.127
14 H 3.28067 -0.31253 -1.60256  C3 1.034
15 H -2.99383 -0.55442 -0.76941  C4 1.168
16 H -2.88362 1.31801 -0.97779  C4 1.120
17 H -2.38307 1.62079 1.42455  C5 0.993
18 H -2.63571 -0.18769 1.55887  C5 1.068
19 H -0.75736 1.51677 -0.07040  C6 1.088
20 H -0.74066 -1.53820 0.47906  N8 1.010

Its orbital gap (alpha / beta) is 6.98 / 6.77 eV. The value obtained for the LUMO energy (alpha / beta) is -0.249 / -0.252 Eh. The structure (SMILES) is O=S1(=O)CC=N/C1=[NH+]/C1CC1. The highest occupied orbital energy (alpha / beta) comes out at -13.76 / -13.63 eV. As for the total charge: +1. The energy above the lowest of the compared OMol25 structures with the same formula, charge and spin is 436.0 kJ/mol.

=====

Computed, not measured: a cluster of 2 separate species, C22H16ClN4O10S2 in total, with ωB97M-V with the def2-TZVPD basis set.

Last columns: bonded neighbours and bond lengths (Å).
Atoms and positions in Å:
1 C -2.26485 6.48949 -3.81858  C2 1.501, H26 1.093, H27 1.097, H28 1.096
2 C -1.59899 5.30183 -3.18613  C1 1.501, C3 1.398, C25 1.400
3 C -0.33725 5.43778 -2.59871  C2 1.398, C4 1.391, H29 1.092
4 C 0.29729 4.35271 -2.00333  C3 1.391, C5 1.398, H30 1.087
5 C -0.34465 3.11063 -1.97620  C4 1.398, S6 1.745, C24 1.399
6 S 0.53178 1.71895 -1.39266  C5 1.745, O7 1.432, O8 1.434, N9 1.733
7 O 0.40249 0.60987 -2.28875  S6 1.432
8 O 1.78804 2.12307 -0.83118  S6 1.434
9 N -0.43588 1.19839 -0.05190  S6 1.733, C10 1.411, C23 1.368
10 C -0.87129 2.02390 1.00650  N9 1.411, C11 1.389, C18 1.423
11 C -0.68353 3.37871 1.25029  C10 1.389, C12 1.405, H31 1.086
12 C -1.41182 3.95168 2.30694  C11 1.405, N13 1.431, C16 1.431
13 N -1.08400 5.29655 2.66834  C12 1.431, O14 1.251, O15 1.255
14 O -1.59960 5.81308 3.68381  N13 1.251
15 O -0.25695 5.91470 1.95435  N13 1.255
16 C -2.34490 3.18492 3.07440  C12 1.431, C17 1.400, H32 1.090
17 C -2.43393 1.80198 2.87891  C16 1.400, C18 1.399, H33 1.088
18 C -1.70691 1.22228 1.83387  C10 1.423, C17 1.399, C19 1.459
19 C -1.72415 -0.10347 1.22518  C18 1.459, N20 1.404, C23 1.383
20 N -2.60857 -1.14129 1.56082  C19 1.404, O21 1.254, O22 1.254
21 O -3.44782 -0.94236 2.47101  N20 1.254
22 O -2.54242 -2.22637 0.93626  N20 1.254
23 C -0.91708 -0.07319 0.10190  N9 1.368, C19 1.383, H34 1.078
24 C -1.61264 2.95763 -2.54729  C5 1.399, C25 1.391, H35 1.086
25 C -2.21592 4.04477 -3.17153  C2 1.400, C24 1.391, H36 1.093
26 H -3.25127 6.21191 -4.19929  C1 1.093
27 H -2.37039 7.30113 -3.08889  C1 1.097
28 H -1.66052 6.86943 -4.65018  C1 1.096
29 H 0.17125 6.40419 -2.62302  C3 1.092
30 H 1.28275 4.45159 -1.55615  C4 1.087
31 H 0.03572 3.96679 0.68710  C11 1.086
32 H -2.95794 3.70697 3.80906  C16 1.090
33 H -3.07663 1.16018 3.47748  C17 1.088
34 H -0.71054 -0.87366 -0.58938  C23 1.078
35 H -2.10686 1.99058 -2.52058  C24 1.086
36 H -3.17838 3.91940 -3.67519  C25 1.093
37 O 2.65683 -9.84429 2.07774  N38 1.252
38 N 3.51798 -9.01385 1.70900  O37 1.252, O39 1.255, C40 1.429
39 O 4.74460 -9.27637 1.68803  N38 1.255
40 C 3.10123 -7.71937 1.27094  N38 1.429, C41 1.403, C50 1.405
41 C 4.06766 -6.81581 0.80487  C40 1.403, C42 1.391, H51 1.088
42 C 3.66151 -5.59156 0.28437  C41 1.391, C43 1.404, H52 1.082
43 C 2.30506 -5.23770 0.20540  C42 1.404, S44 1.833, C49 1.403
44 S 1.78365 -3.69371 -0.63374  C43 1.833, C45 1.736, O47 1.445, O48 1.447
45 C 1.15112 -2.48386 0.43857  S44 1.736, Cl46 1.669, H53 1.098
46 Cl 2.11075 -1.14239 0.69308  C45 1.669
47 O 3.01622 -3.21591 -1.21801  S44 1.445
48 O 0.72732 -4.13005 -1.52057  S44 1.447
49 C 1.35704 -6.16362 0.66767  C43 1.403, C50 1.393, H54 1.082
50 C 1.73623 -7.39209 1.20510  C40 1.405, C49 1.393, H55 1.089
51 H 5.11996 -7.08799 0.85175  C41 1.088
52 H 4.41850 -4.90989 -0.08019  C42 1.082
53 H 0.46624 -2.80369 1.23448  C45 1.098
54 H 0.30405 -5.92392 0.59795  C49 1.082
55 H 1.00041 -8.10870 1.56624  C50 1.089

Its orbital gap is 4.38 eV. The value obtained for the LUMO energy is 0.026 Eh. The highest occupied orbital energy comes out at -3.66 eV. As for the total charge: -1.

=====

Computed, not measured: the molecule C20H22N2O5S, with ωB97M-V with the def2-TZVPD basis set.

Last columns: bonded neighbours and bond lengths (Å).
Atoms and positions in Å:
1 C 4.67540 0.84116 -1.64756  C2 1.524, H48 1.087, H49 1.087, H50 1.088
2 C 5.11603 0.02199 -0.44005  C1 1.524, O3 1.416, H46 1.097, H47 1.094
3 O 4.02150 -0.57362 0.23349  C2 1.416, C4 1.366
4 C 3.15636 0.20879 0.94343  O3 1.366, C5 1.389, C9 1.403
5 C 3.43113 1.49320 1.39411  C4 1.389, C6 1.384, H45 1.078
6 C 2.50163 2.18043 2.15574  C5 1.384, C7 1.381, H44 1.080
7 C 1.28984 1.60065 2.47575  C6 1.381, C8 1.385, H43 1.080
8 C 1.00405 0.32712 2.01278  C7 1.385, C9 1.383, H42 1.081
9 C 1.91857 -0.37625 1.25010  C4 1.403, C8 1.383, C10 1.507
10 C 1.58130 -1.73685 0.69703  C9 1.507, N11 1.453, H40 1.094, H41 1.094
11 N 1.73619 -1.85137 -0.74332  C10 1.453, S12 1.676, H39 1.011
12 S 0.99197 -0.66546 -1.66396  N11 1.676, O13 1.431, O14 1.440, C15 1.787
13 O 1.18312 -1.03606 -3.03261  S12 1.431
14 O 1.40836 0.66355 -1.29848  S12 1.440
15 C -0.70692 -0.84841 -1.13978  S12 1.787, C16 1.373, C20 1.397
16 C -1.27239 0.17960 -0.42667  C15 1.373, C17 1.396, H38 1.078
17 C -2.57974 0.06921 0.04881  C16 1.396, C18 1.396, C28 1.447
18 C -3.29346 -1.09471 -0.24119  C17 1.396, C19 1.381, H27 1.079
19 C -2.72291 -2.12550 -0.96216  C18 1.381, C20 1.398, H26 1.078
20 C -1.40410 -2.02760 -1.41489  C15 1.397, C19 1.398, O21 1.342
21 O -0.73148 -2.97828 -2.08160  C20 1.342, C22 1.411
22 C -1.40132 -4.16453 -2.44862  O21 1.411, H23 1.088, H24 1.094, H25 1.095
23 H -0.67054 -4.74709 -3.00582  C22 1.088
24 H -2.26371 -3.95675 -3.08877  C22 1.094
25 H -1.72462 -4.73069 -1.56922  C22 1.095
26 H -3.30663 -3.01003 -1.16155  C19 1.078
27 H -4.30874 -1.18683 0.11341  C18 1.079
28 C -3.17126 1.12922 0.83703  C17 1.447, C29 1.373, O32 1.348
29 C -2.66017 2.31078 1.31457  C28 1.373, C30 1.417, H37 1.069
30 C -3.73860 2.89030 2.02745  C29 1.417, N31 1.308, C33 1.483
31 N -4.78755 2.11027 1.97032  C30 1.308, O32 1.353
32 O -4.45306 1.02056 1.24095  C28 1.348, N31 1.353
33 C -3.75735 4.18185 2.75640  C30 1.483, H34 1.086, H35 1.089, H36 1.089
34 H -4.73775 4.33799 3.19605  C33 1.086
35 H -3.53215 4.99912 2.07334  C33 1.089
36 H -3.00416 4.17895 3.54259  C33 1.089
37 H -1.67559 2.70647 1.18446  C29 1.069
38 H -0.66990 1.05561 -0.25112  C16 1.078
39 H 2.71059 -1.89600 -1.00994  N11 1.011
40 H 2.22279 -2.49811 1.15122  C10 1.094
41 H 0.53969 -1.97740 0.92956  C10 1.094
42 H 0.04918 -0.12697 2.23931  C8 1.081
43 H 0.56547 2.13651 3.07054  C7 1.080
44 H 2.73286 3.17951 2.49473  C6 1.080
45 H 4.36556 1.97507 1.15411  C5 1.078
46 H 5.71226 0.62935 0.25193  C2 1.097
47 H 5.72850 -0.82770 -0.75721  C2 1.094
48 H 3.96843 1.61020 -1.34622  C1 1.087
49 H 5.53981 1.30460 -2.11582  C1 1.087
50 H 4.17222 0.20484 -2.37201  C1 1.088

Its orbital gap is 8.83 eV. The value obtained for the LUMO energy is 0.013 Eh. The structure (SMILES) is CCOc1ccccc1CNS(=O)(=O)c1cc(-c2cc(C)no2)ccc1OC. The highest occupied orbital energy comes out at -8.46 eV. As for the total charge: 0. The energy above the lowest of the compared OMol25 structures with the same formula, charge and spin is 321.7 kJ/mol.

=====

Computed, not measured: the molecule C3H4N2O7, with ωB97M-V with the def2-TZVPD basis set.

Last columns: bonded neighbours and bond lengths (Å).
Atoms and positions in Å:
1 C -0.92717 -1.25363 2.01850  C3 1.391, O11 1.388, H13 0.998
2 C 1.22536 -0.08003 -0.95821  N4 1.270, O10 1.431, H14 0.998
3 C -0.05371 -0.60704 1.15042  C1 1.391, O10 1.437, O12 1.364
4 N 1.04354 0.22996 -2.17652  C2 1.270, O6 1.170, O7 1.484
5 N -1.30264 1.04181 -1.73407  O7 1.504, O8 1.153, O9 1.153
6 O 1.73196 0.66324 -3.01720  N4 1.170
7 O -0.40055 0.10812 -2.49393  N4 1.484, N5 1.504
8 O -2.40155 0.92831 -2.06551  N5 1.153
9 O -0.74639 1.73457 -0.99863  N5 1.153
10 O 0.15631 -0.73219 -0.26556  C2 1.431, C3 1.437
11 O -0.92389 -0.93939 3.37087  C1 1.388, H15 0.991
12 O 0.81843 0.30812 1.66142  C3 1.364, H16 0.949
13 H -1.53759 -1.92161 1.59834  C1 0.998
14 H 2.14336 0.02971 -0.58285  C2 0.998
15 H -0.11169 -0.37650 3.44008  O11 0.991
16 H 1.28623 0.86655 1.05286  O12 0.949

Its orbital gap is 8.32 eV. The value obtained for the LUMO energy is -0.005 Eh. The highest occupied orbital energy comes out at -8.45 eV. As for the total charge: 0. The energy above the lowest of the compared OMol25 structures with the same formula, charge and spin is 360.7 kJ/mol.